[1]
39
Properties=species:S:1:pos:R:3:forces:R:3:lowdin_charge:R:1 method="wB97M-V/def2-TZVPD" charge=0 gap_ev=8.73 e_above_lowest_kj_mol=292.70
O -3.6315 -0.8598 -1.6645 2.031 0.470 3.106 0.0770
N 0.2132 -0.1757 0.0547 0.580 -1.053 0.441 0.1617
C -2.7677 -0.6618 -0.7651 -4.649 -1.187 -6.962 -0.2539
C -1.0047 -0.3459 -0.1709 3.004 1.575 1.723 -0.2232
C -2.1396 -2.6045 0.9116 -0.301 0.842 0.394 -0.0131
C -1.0360 -2.5789 -1.3568 0.064 2.338 -0.631 -0.0203
C -2.7589 1.4241 0.6269 1.307 2.011 1.861 -0.0439
C -1.7499 1.7248 -1.6809 -1.180 -0.386 1.143 -0.0020
C 3.7903 0.2354 0.6307 -1.722 0.421 -0.288 -0.1774
C 2.8139 -0.1843 1.7555 -1.789 -0.510 -1.705 -0.2065
C 3.1292 0.3330 -0.7901 -0.331 1.293 0.023 -0.1761
C 1.5205 0.6874 1.7553 2.834 2.003 0.892 -0.1620
C 1.9128 1.3191 -0.7996 0.762 -0.369 1.818 -0.1431
C 0.9453 1.0539 0.3925 -2.182 -1.395 -1.334 -0.3181
C -1.7250 -1.7101 -0.3065 0.050 1.400 1.207 -0.3541
C -2.0846 0.7137 -0.5368 0.637 -1.923 1.270 -0.3437
H -2.8851 -2.0530 1.5287 0.375 -0.511 -0.320 0.0817
H -1.3180 -2.8914 1.6077 -0.295 0.248 -0.811 0.0867
H -2.6232 -3.5299 0.5130 0.355 0.776 0.330 0.0904
H -0.7440 -1.8535 -2.1706 -0.397 -1.419 0.229 0.1136
H -1.6441 -3.4039 -1.5993 -1.073 -0.654 -1.065 0.0634
H -0.1423 -3.0521 -0.9991 0.695 0.288 0.690 0.0784
H -2.2115 2.3964 0.8629 -0.586 -0.756 -0.838 0.0915
H -2.5511 0.9850 1.6409 -0.931 -0.445 -1.037 0.0983
H -3.8125 1.7295 0.4376 0.638 -0.652 0.215 0.0973
H -1.4909 1.3205 -2.6122 0.691 -1.147 -1.150 0.0630
H -2.6882 2.1904 -1.8913 -0.770 0.650 -0.138 0.0722
H -1.0472 2.5379 -1.4653 -0.018 -0.512 0.611 0.0854
H 4.5935 -0.4753 0.5458 0.680 0.050 0.289 0.0915
H 4.0963 1.2542 1.0130 0.305 -0.933 -0.971 0.1269
H 3.3303 0.0054 2.6529 0.457 -0.054 1.387 0.0787
H 2.4122 -1.2170 1.7702 0.918 0.163 -0.434 0.1102
H 3.8519 0.7467 -1.5186 -0.076 -0.291 0.373 0.1011
H 2.7905 -0.6263 -1.2162 0.219 0.139 0.588 0.1059
H 1.8982 1.6518 2.1871 -0.528 -0.329 -0.144 0.1179
H 0.8635 0.2705 2.5249 -0.535 0.175 -0.705 0.1126
H 1.4429 1.3733 -1.7784 -0.488 -0.398 0.139 0.1030
H 2.1891 2.3388 -0.5863 0.943 0.539 -0.164 0.0992
H 0.2620 1.9317 0.4966 0.304 -0.454 -0.028 0.1298

=====

[2]
75
Properties=species:S:1:pos:R:3:forces:R:3:lowdin_charge:R:1 method="wB97M-V/def2-TZVPD" charge=0 gap_ev=7.87
C 1.7383 -2.9307 2.8983 -0.396 0.674 -0.379 -0.1505
C 1.0894 -1.8984 1.8774 0.770 -1.444 -0.018 -0.5054
S -0.4696 -2.6637 1.2173 1.139 -0.066 0.038 0.7005
C 0.2035 -3.8889 -0.0014 0.845 0.101 0.227 -0.4203
N 0.1381 -3.3964 -1.4083 0.731 -0.158 0.705 0.0246
C 0.9154 -2.2029 -1.5229 -1.181 -1.141 0.221 -0.6786
O 0.4289 -1.1242 -1.4770 0.085 1.178 -0.260 0.0730
O 2.2771 -2.4171 -1.6314 -0.314 0.566 -0.866 -0.3899
P 3.0248 -1.4603 -2.8143 -1.856 0.889 -1.914 0.2687
S 1.9037 -1.0193 -4.3226 0.111 0.102 0.306 0.2282
H 1.1459 -3.8699 2.9215 0.385 0.647 0.055 0.0538
H 2.7601 -3.1798 2.5433 -0.451 0.227 0.638 0.0609
H 1.7085 -2.4711 3.9072 0.397 -0.518 -0.476 0.0676
H 0.8968 -0.9006 2.3169 -0.246 -0.708 -0.247 0.0278
H 1.8377 -1.7541 1.0612 -0.856 0.085 0.346 0.0501
H 1.2843 -4.0781 0.2106 -0.882 -0.001 0.075 0.0955
H -0.3652 -4.8289 0.1492 0.335 0.643 -0.450 0.0875
H -0.8385 -3.1889 -1.6118 0.336 0.384 -0.076 0.1104
H 4.0993 -2.2141 -3.3259 -0.525 0.412 0.465 -0.0715
H 3.5435 -0.3185 -2.1392 0.071 -0.708 0.207 -0.0314
C 2.5572 2.1511 -0.4886 -0.170 -0.026 -0.077 -1.5910
Br 1.4792 3.7330 -0.7377 0.193 -0.201 0.069 0.5513
Br 4.3850 2.4274 -1.0575 -0.158 -0.045 0.105 0.5660
Br 2.4663 1.4988 1.3275 0.145 0.110 -0.141 0.5948
H 2.1385 1.3775 -1.1252 -0.027 0.085 0.086 -0.0466
C -2.8259 -2.8072 5.0266 0.058 0.013 0.001 -1.5959
Br -3.8905 -3.8881 3.8267 0.126 0.101 0.075 0.5907
Br -1.5426 -3.8709 6.0033 -0.132 0.100 -0.160 0.5763
Br -1.9821 -1.3385 4.1015 -0.157 0.000 0.119 0.5725
H -3.5040 -2.3780 5.7546 0.064 -0.056 -0.087 -0.0263
C 5.9561 -4.5183 -0.9205 0.401 -0.130 0.269 -1.4946
Br 4.8134 -2.9954 -1.3401 -0.118 -4.543 -0.297 0.5900
Br 7.7991 -4.2078 -1.4008 -0.221 -0.142 0.011 0.5837
Br 5.7766 -5.0543 0.9278 0.005 0.137 -0.204 0.5944
H 5.6075 -5.3454 -1.5279 -0.067 0.170 0.021 -0.0188
C 7.3091 -0.0505 0.8025 0.146 0.240 -0.027 -1.5600
Br 6.2686 -1.2809 -0.3096 2.119 2.825 2.025 0.4582
Br 8.6009 -0.9938 1.8899 -0.146 0.068 -0.162 0.5638
Br 8.1390 1.3506 -0.2474 -0.056 -0.139 0.101 0.5402
H 6.6145 0.4330 1.4820 0.092 -0.022 -0.073 -0.0308
C 2.0155 7.3289 -3.3068 0.052 0.004 -0.001 -1.6141
Br 0.4460 6.8470 -2.2832 0.129 0.034 -0.139 0.5251
Br 3.3832 5.9682 -3.2135 -0.169 0.158 -0.044 0.5595
Br 1.5679 7.7712 -5.1336 0.060 -0.121 0.181 0.5556
H 2.4267 8.2239 -2.8545 -0.076 -0.091 -0.033 -0.0275
C 9.6448 -8.2731 -2.0794 0.018 -0.006 0.041 -1.6278
Br 10.8861 -7.0224 -2.8711 -0.184 -0.101 0.102 0.5613
Br 9.4039 -7.9462 -0.1892 -0.010 0.005 -0.252 0.5536
Br 7.9586 -8.3075 -3.0264 0.177 0.056 0.132 0.5518
H 10.0818 -9.2597 -2.1767 -0.056 0.109 0.000 -0.0314
C -2.2587 10.1949 -2.7545 -0.004 -0.041 0.003 -1.6261
Br -3.3505 11.7709 -2.9911 0.146 -0.164 0.051 0.5694
Br -0.4415 10.4881 -3.3412 -0.216 0.080 0.077 0.5450
Br -2.3281 9.5396 -0.9379 0.018 0.099 -0.186 0.5530
H -2.6758 9.4207 -3.3879 0.057 0.079 0.069 -0.0257
C -4.5625 -1.1669 0.8493 -0.007 -0.002 -0.158 -1.5758
Br -5.1243 0.5801 1.4577 0.105 -0.143 0.023 0.5973
Br -5.9108 -2.0157 -0.2466 0.114 0.119 0.118 0.5823
Br -2.8502 -1.0949 -0.0386 -0.978 -0.221 -0.312 0.5361
H -4.4364 -1.7844 1.7324 0.006 0.091 -0.070 -0.0850
C -8.1481 2.5479 0.2489 0.004 0.094 -0.035 -1.6328
Br -9.5837 1.2584 0.3442 0.184 0.078 -0.006 0.5702
Br -7.9103 3.2238 -1.5444 -0.061 -0.077 0.219 0.5743
Br -8.3813 3.9757 1.5297 -0.001 -0.157 -0.146 0.5664
H -7.2370 2.0271 0.5162 -0.118 0.001 -0.058 -0.1242
C -1.5406 3.0598 2.2031 0.219 0.073 -0.160 -1.5914
Br -3.2433 3.9627 2.0507 0.167 -0.116 0.031 0.5649
Br -1.1751 2.5150 4.0218 -0.061 0.009 -0.190 0.5575
Br -1.4011 1.5762 0.9745 -0.032 0.454 0.428 0.5101
H -0.7756 3.7773 1.9266 -0.080 -0.052 0.069 -0.0411
C -13.4759 1.1982 0.7070 0.025 0.036 -0.010 -1.6495
Br -14.7579 0.3529 -0.4659 0.121 0.105 0.141 0.5651
Br -13.2102 3.0566 0.2575 -0.070 -0.197 0.060 0.5511
Br -13.9461 0.9708 2.5672 0.033 0.035 -0.210 0.5631
H -12.5275 0.6964 0.5555 -0.104 0.058 0.015 -0.0793

=====

[3]
57
Properties=species:S:1:pos:R:3:forces:R:3:lowdin_charge:R:1 method="wB97M-V/def2-TZVPD" charge=-1 gap_ev=7.87
Na 0.2768 1.3126 -0.6067 -0.183 0.375 -0.390 0.3009
Cl -3.5487 2.6386 -1.1174 0.139 0.095 -0.047 0.5901
C -2.2465 3.7058 -1.6931 -0.411 -0.197 0.095 -0.6986
C -0.9559 3.2372 -1.6391 0.170 -0.173 0.121 -0.1673
C -0.0220 4.1206 -2.1137 0.560 0.106 -0.175 -0.6721
Cl 1.7083 3.6182 -2.1091 -0.354 0.031 0.053 0.5977
C -0.2906 5.3897 -2.6175 -0.160 0.015 0.004 -0.7221
Cl 0.9455 6.4448 -3.2070 0.055 -0.003 -0.002 0.6353
C -1.6194 5.8074 -2.6414 -0.007 0.055 -0.026 -0.7153
Cl -2.0273 7.3713 -3.2555 -0.005 0.017 -0.003 0.6357
C -2.6199 4.9558 -2.1733 0.071 0.053 -0.039 -0.7196
Cl -4.2690 5.4786 -2.2085 -0.019 -0.010 0.006 0.6312
N 0.9631 0.1516 -2.7109 -0.163 0.184 -0.041 0.1005
C 2.1448 -0.5815 -2.5493 0.124 -0.008 -0.067 -0.3089
C 2.1392 -1.7726 -1.8308 0.089 0.020 -0.006 -0.0395
C 3.3257 -2.4477 -1.6070 -0.091 -0.058 0.062 -0.0796
C 4.5272 -1.9597 -2.0991 0.090 0.010 -0.031 -0.1148
C 4.5315 -0.7699 -2.8133 0.012 0.005 -0.012 -0.1063
C 3.3510 -0.0813 -3.0395 -0.084 -0.041 0.035 -0.0464
H 0.1177 -0.3950 -2.7790 0.028 -0.065 0.010 0.0809
H 1.0073 0.8699 -3.4184 -0.035 -0.012 -0.010 0.0831
H 1.2223 -2.1335 -1.3848 -0.024 -0.027 -0.020 0.0911
H 3.2984 -3.3478 -1.0063 0.031 -0.011 -0.008 0.1053
H 5.4526 -2.4897 -1.9132 -0.002 0.003 0.004 0.0896
H 5.4609 -0.3642 -3.1944 0.014 -0.015 0.005 0.0944
H 3.3560 0.8579 -3.5811 0.009 0.009 -0.010 0.1007
C -0.3230 -2.2526 4.1342 0.053 -0.018 0.135 -0.0370
C 0.0765 -0.8221 3.7972 -0.089 0.043 -0.109 -0.6387
C 1.5775 -0.6165 3.9466 0.041 -0.035 0.179 -0.0427
C -0.6847 0.1772 4.6589 0.024 -0.012 -0.009 -0.0340
O -0.3552 -0.5348 2.4514 -0.003 0.041 -0.046 -0.1833
P 0.5119 -0.9516 1.1403 0.065 -0.474 0.113 0.2551
O 0.9898 -2.3538 1.2696 0.036 0.259 -0.029 -0.2844
O 1.4213 0.1726 0.7658 0.203 -0.258 0.390 -0.3038
O -0.6596 -0.8272 0.0031 -0.060 0.102 0.007 -0.2161
C -1.9015 -1.5570 -0.0875 0.040 0.096 0.030 -0.6175
C -1.7265 -3.0207 0.2854 -0.176 -0.092 -0.033 -0.0339
C -2.9315 -0.8805 0.8087 -0.084 -0.062 -0.013 -0.0223
C -2.3055 -1.4265 -1.5529 -0.006 -0.023 0.062 -0.0291
H -0.0508 -2.4930 5.1654 0.017 0.014 -0.006 0.0824
H 0.1823 -2.9384 3.4576 0.003 -0.036 -0.036 0.0708
H -1.4025 -2.3748 4.0316 -0.037 0.007 -0.038 0.0813
H 1.8536 -0.7513 4.9956 0.016 0.014 -0.004 0.0847
H 1.8584 0.3880 3.6328 0.000 0.019 -0.032 0.0884
H 2.1315 -1.3377 3.3477 0.000 -0.008 -0.044 0.0783
H -0.4619 0.0282 5.7165 0.024 -0.034 0.024 0.0819
H -1.7585 0.0622 4.5092 -0.028 -0.007 -0.017 0.0813
H -0.4049 1.1933 4.3816 -0.003 0.025 -0.009 0.0870
H -1.4782 -3.1434 1.3371 0.022 0.032 0.029 0.0722
H -0.9325 -3.4865 -0.2955 0.045 0.023 -0.024 0.0845
H -2.6681 -3.5376 0.0791 0.017 -0.026 0.024 0.0871
H -2.6302 -0.9470 1.8521 0.007 0.013 -0.018 0.0710
H -3.9036 -1.3641 0.6888 -0.019 -0.006 -0.019 0.0877
H -3.0308 0.1707 0.5384 0.004 0.031 -0.002 0.0607
H -1.5794 -1.9425 -2.1841 0.035 0.004 -0.044 0.0808
H -2.3588 -0.3744 -1.8373 0.018 0.034 0.000 0.0745
H -3.2842 -1.8750 -1.7283 -0.020 -0.024 0.030 0.0869

=====

no.,highest occupied orbital energy (eV),strongest force on any atom (eV/Å),E_LUMO (Ha)
1,-8.45,8.46,0.0102
2,-8.70,4.55,-0.0307
3,-5.68,0.60,0.0805